## one
{
  "formula": "C3H11NS2",
  "method": "ωB97M-V with the def2-TZVPD basis set",
  "molar_mass_g_mol": 125.26,
  "homo_lumo_gap_ev": 9.28,
  "homo_ev": -8.744,
  "smiles": "CNC.CSS",
  "symbols": ["C", "S", "S", "H", "H", "H", "H", "C", "N", "C", "H", "H", "H", "H", "H", "H", "H"],
  "positions_angstrom": [[-1.114, -1.359, 1.887], [-1.611, 0.354, 1.572], [-1.694, 0.411, -0.487], [-0.224, -1.623, 1.317], [-1.917, -2.032, 1.618], [-0.912, -1.384, 2.968], [-2.988, 0.080, -0.621], [2.375, -0.745, -2.231], [2.837, 0.383, -1.442], [2.140, 0.465, -0.170], [2.711, -1.688, -1.802], [1.288, -0.811, -2.315], [2.770, -0.689, -3.242], [2.698, 1.229, -1.979], [1.054, 0.391, -0.287], [2.315, 1.421, 0.325], [2.519, -0.331, 0.462]]
}


## two
{
  "formula": "C3H11NS2",
  "method": "ωB97M-V with the def2-TZVPD basis set",
  "molar_mass_g_mol": 125.26,
  "homo_lumo_gap_ev": 8.49,
  "homo_ev": -7.910,
  "smiles": "CNC.CSS",
  "symbols": ["C", "S", "S", "H", "H", "H", "H", "C", "N", "C", "H", "H", "H", "H", "H", "H", "H"],
  "positions_angstrom": [[-1.669, 0.963, 1.019], [-1.535, -0.842, 0.854], [0.491, -0.917, 1.367], [-1.304, 1.194, 2.019], [-1.091, 1.433, 0.242], [-2.735, 1.192, 0.995], [0.558, -2.252, 1.299], [1.207, 1.993, -1.478], [0.639, 0.657, -1.553], [1.558, -0.326, -2.075], [0.504, 2.696, -1.034], [1.457, 2.367, -2.490], [2.137, 1.998, -0.906], [-0.269, 0.624, -1.988], [1.997, -0.958, -1.268], [1.006, -1.113, -2.585], [2.434, 0.121, -2.545]]
}


Which of them is the most stable? Correct choice: one.


## one
{
  "formula": "H26O13",
  "method": "ωB97M-V with the def2-TZVPD basis set",
  "molar_mass_g_mol": 234.19,
  "homo_lumo_gap_ev": 7.57,
  "homo_ev": -7.730,
  "symbols": ["H", "H", "H", "H", "H", "H", "H", "H", "H", "H", "H", "H", "H", "H", "H", "H", "H", "H", "H", "H", "H", "H", "H", "H", "H", "H", "O", "O", "O", "O", "O", "O", "O", "O", "O", "O", "O", "O", "O"],
  "positions_angstrom": [[-0.206, 0.706, -0.091], [0.549, 1.410, 1.025], [2.040, -4.667, -0.045], [2.023, -3.200, 0.351], [5.228, -0.718, -2.182], [4.465, -0.115, -1.014], [-2.911, -0.223, -0.061], [-2.367, -1.229, -1.062], [1.349, 5.651, 1.170], [0.454, 5.388, -0.030], [-3.218, 0.832, 3.377], [-3.400, -0.677, 3.374], [-0.882, -2.303, -0.949], [-0.677, -1.518, -2.233], [4.221, -0.974, 1.550], [5.668, -0.716, 1.162], [-1.254, -0.288, 2.157], [0.200, -0.527, 2.532], [-0.113, -3.597, 1.387], [-0.703, -4.447, 0.274], [-4.378, 0.852, -0.462], [-4.490, -0.568, -0.994], [-3.020, 1.597, -3.568], [-3.878, 0.784, -2.611], [2.944, 5.140, -1.525], [2.377, 3.849, -0.958], [0.453, 0.553, 0.596], [2.196, -3.784, -0.397], [4.680, -0.959, -1.427], [-2.122, -0.437, -0.571], [0.437, 5.450, 0.931], [-2.959, 0.035, 3.852], [-1.272, -2.150, -1.817], [4.841, -1.073, 0.818], [-0.394, 0.147, 2.181], [-0.368, -3.562, 0.458], [-4.953, 0.078, -0.449], [-3.765, 0.985, -3.547], [3.208, 4.271, -1.202]]
}


## two
{
  "formula": "H26O13",
  "method": "ωB97M-V with the def2-TZVPD basis set",
  "molar_mass_g_mol": 234.20,
  "homo_lumo_gap_ev": 9.90,
  "homo_ev": -9.844,
  "symbols": ["O", "H", "H", "O", "H", "H", "O", "H", "H", "O", "H", "H", "O", "H", "H", "O", "H", "H", "O", "H", "H", "O", "H", "H", "O", "H", "H", "O", "H", "H", "O", "H", "H", "O", "H", "H", "O", "H", "H"],
  "positions_angstrom": [[-12.898, 9.111, 16.034], [-11.955, 9.082, 16.113], [-13.290, 8.642, 16.770], [-9.908, 8.053, 15.464], [-9.013, 8.377, 15.177], [-9.793, 7.444, 16.166], [-13.972, 7.038, 17.773], [-14.167, 6.237, 18.203], [-14.737, 7.228, 17.227], [-12.289, 4.264, 13.039], [-11.627, 4.140, 13.727], [-11.793, 4.416, 12.225], [-14.887, 7.005, 14.822], [-13.960, 7.297, 14.857], [-15.379, 7.787, 14.664], [-11.463, 8.471, 18.467], [-11.654, 9.235, 19.019], [-11.878, 7.759, 18.974], [-13.785, 4.288, 15.402], [-14.707, 4.236, 15.270], [-13.491, 3.529, 14.922], [-10.792, 4.282, 17.944], [-11.396, 4.797, 17.395], [-11.255, 4.231, 18.733], [-10.641, 3.114, 15.256], [-10.031, 2.452, 15.646], [-10.116, 3.730, 14.822], [-12.387, 6.843, 13.922], [-12.040, 6.780, 14.824], [-11.966, 6.108, 13.468], [-11.900, 5.955, 16.377], [-12.446, 6.417, 17.005], [-12.404, 5.288, 15.909], [-13.840, 4.196, 18.240], [-13.904, 4.144, 17.296], [-13.733, 3.310, 18.631], [-9.571, 6.609, 17.928], [-10.012, 5.746, 17.887], [-10.138, 7.203, 18.334]]
}


## three
{
  "formula": "H26O13",
  "method": "ωB97M-V with the def2-TZVPD basis set",
  "molar_mass_g_mol": 234.19,
  "homo_lumo_gap_ev": 9.43,
  "homo_ev": -10.078,
  "symbols": ["H", "H", "H", "H", "H", "H", "H", "H", "H", "H", "H", "H", "H", "H", "H", "H", "H", "H", "H", "H", "H", "H", "H", "H", "H", "H", "O", "O", "O", "O", "O", "O", "O", "O", "O", "O", "O", "O", "O"],
  "positions_angstrom": [[-0.300, 0.415, 0.098], [0.686, 1.016, 1.087], [-0.344, 0.353, 4.791], [-0.644, 1.607, 5.595], [-2.405, -0.257, -2.468], [-2.525, 0.922, -3.420], [-0.988, -4.935, 1.311], [-1.289, -3.901, 0.238], [-3.392, 1.634, -1.183], [-2.936, 2.985, -1.711], [2.368, 0.392, -0.904], [2.397, 0.384, -2.424], [3.927, -0.460, -1.984], [4.213, -1.783, -2.675], [-5.273, -1.178, -1.110], [-3.756, -1.152, -1.203], [3.729, -1.564, 1.045], [3.125, -2.115, -0.237], [1.603, -3.741, -1.450], [1.390, -2.960, -0.163], [3.457, 3.952, 1.958], [2.580, 4.908, 1.168], [-1.228, -0.916, 2.217], [-1.960, -2.060, 2.899], [-1.779, 3.472, 0.222], [-0.827, 4.557, -0.256], [0.644, 0.509, 0.268], [-0.753, 0.649, 5.612], [-3.034, 0.196, -3.041], [-1.211, -4.004, 1.193], [-3.505, 2.237, -1.927], [2.698, 0.890, -1.661], [3.797, -0.926, -2.818], [-4.507, -0.637, -0.887], [3.971, -1.953, 0.196], [1.351, -2.870, -1.122], [3.434, 4.463, 1.141], [-1.618, -1.780, 2.042], [-1.096, 3.649, -0.436]]
}


Which of them is the most stable? Correct choice: two.


## one
{
  "formula": "C4H4O2",
  "method": "ωB97M-V with the def2-TZVPD basis set",
  "molar_mass_g_mol": 84.07,
  "homo_lumo_gap_ev": 11.28,
  "homo_ev": -10.526,
  "smiles": "C#CC(=O)OC",
  "symbols": ["C", "O", "C", "O", "C", "C", "H", "H", "H", "H"],
  "positions_angstrom": [[1.587, -0.647, -0.783], [0.201, -0.828, -0.461], [-0.217, 0.068, 0.437], [0.503, 0.844, 1.019], [-1.654, 0.164, 0.613], [-2.669, 0.783, 0.802], [1.923, -1.545, -1.299], [1.687, 0.229, -1.430], [2.153, -0.475, 0.132], [-3.513, 1.408, 0.972]]
}


## two
{
  "formula": "C4H4O2",
  "method": "ωB97M-V with the def2-TZVPD basis set",
  "molar_mass_g_mol": 84.07,
  "homo_lumo_gap_ev": 9.41,
  "homo_ev": -9.149,
  "symbols": ["O", "C", "C", "O", "C", "C", "H", "H", "H", "H"],
  "positions_angstrom": [[-2.187, -0.291, -0.380], [-0.899, 0.530, -0.046], [0.155, -0.420, -0.092], [-0.062, -1.576, -0.503], [1.476, 0.031, 0.305], [2.554, 0.439, 0.652], [-1.713, -1.170, -0.558], [-1.082, 1.227, 0.761], [-1.752, 0.432, -1.100], [3.511, 0.797, 0.962]]
}


Which of them is the most stable? Correct choice: one.


## one
{
  "formula": "C4H4O2",
  "method": "ωB97M-V with the def2-TZVPD basis set",
  "molar_mass_g_mol": 84.07,
  "homo_lumo_gap_ev": [8.36, 9.25],
  "homo_ev": [-8.887, -9.307],
  "symbols": ["C", "C", "C", "C", "O", "O", "H", "H", "H", "H"],
  "positions_angstrom": [[-1.814, -0.147, -0.148], [1.527, -0.856, 0.494], [1.435, 0.262, -0.130], [-1.087, 0.964, -0.556], [-2.225, -1.250, -0.221], [-1.731, 0.867, 0.749], [2.494, -1.288, 0.749], [0.679, -1.443, 0.811], [1.961, 1.068, -0.575], [-1.240, 1.823, -1.173]]
}


## two
{
  "formula": "C4H4O2",
  "method": "ωB97M-V with the def2-TZVPD basis set",
  "molar_mass_g_mol": 84.07,
  "homo_lumo_gap_ev": 10.57,
  "homo_ev": -9.555,
  "smiles": "C=C[C@]12O[C@H]1O2",
  "symbols": ["C", "C", "C", "C", "O", "O", "H", "H", "H", "H"],
  "positions_angstrom": [[-1.362, -0.009, 0.218], [-0.246, 0.634, 0.227], [2.588, -0.453, -0.248], [1.452, 0.097, 0.287], [2.155, -0.853, 1.117], [2.638, 0.904, 0.060], [-2.383, 0.371, 0.353], [-1.389, -1.105, 0.305], [-0.386, 1.701, 0.545], [3.165, -0.947, -0.973]]
}


## three
{
  "formula": "C4H4O2",
  "method": "ωB97M-V with the def2-TZVPD basis set",
  "molar_mass_g_mol": 84.07,
  "homo_lumo_gap_ev": [7.37, 8.81],
  "homo_ev": [-9.082, -9.344],
  "symbols": ["C", "C", "C", "C", "O", "O", "H", "H", "H", "H"],
  "positions_angstrom": [[-2.456, -0.375, -0.147], [-2.191, 0.747, 0.768], [-1.263, 0.443, -0.577], [0.142, 0.057, -0.794], [-2.951, -1.404, -0.304], [-1.614, 1.712, -0.053], [-1.176, 0.431, 2.908], [0.528, -0.671, -0.113], [0.799, 0.937, -0.695], [0.357, -0.424, -1.723]]
}


Which of them is the most stable? Correct choice: one.